Below is a cluster of 14 separate species, C72H158N14O14 in total in a non-equilibrium geometry, with properties calculated with ωB97M-V/def2-TZVPD.

- Energy above the lowest of the compared OMol25 structures with the same formula, charge and spin: 4.3504 eV
- Frontier orbital gap: 7.1 eV
- E_HOMO: -6.994 eV

ORCA input file:
```
! wB97M-V def2-TZVPD RIJCOSX def2/J DEFGRID3
* xyz 0 1
C 3.085 1.034 4.989
O 3.892 0.052 4.910
N 2.197 1.300 5.999
C 1.327 2.456 5.811
C 2.125 0.643 7.234
H 2.917 1.732 4.155
H 1.595 3.198 6.564
H 0.315 2.100 6.004
H 1.282 2.834 4.790
H 1.824 1.331 8.024
H 1.334 -0.093 7.084
H 3.048 0.122 7.488
C 2.005 2.037 -3.314
O 2.866 2.683 -2.755
N 2.221 1.332 -4.431
C 1.123 0.553 -4.951
C 3.463 1.373 -5.239
H 1.028 1.796 -2.869
H 0.176 0.891 -4.530
H 1.267 -0.493 -4.682
H 1.142 0.582 -6.041
H 4.347 1.730 -4.712
H 3.709 0.363 -5.567
H 3.354 1.872 -6.202
C 2.663 -5.545 5.690
O 1.732 -5.743 6.391
N 2.829 -4.302 5.223
C 3.904 -4.011 4.299
C 2.009 -3.244 5.610
H 3.349 -6.312 5.298
H 4.426 -3.107 4.612
H 3.407 -3.828 3.346
H 4.700 -4.752 4.221
H 1.327 -3.497 6.421
H 2.612 -2.360 5.820
H 1.423 -2.908 4.754
C 7.127 -3.957 -4.509
O 6.378 -4.734 -3.967
N 6.596 -2.766 -4.891
C 7.584 -1.770 -5.278
C 5.267 -2.302 -4.724
H 8.206 -4.125 -4.652
H 7.631 -1.360 -6.287
H 8.643 -2.029 -5.269
H 7.580 -0.821 -4.741
H 5.237 -1.411 -4.097
H 4.780 -2.123 -5.683
H 4.665 -2.980 -4.119
C 3.367 4.390 2.427
O 3.010 4.595 3.622
N 4.542 4.790 1.946
C 4.831 4.550 0.542
C 5.520 5.480 2.798
H 2.691 3.948 1.679
H 4.074 3.852 0.184
H 5.849 4.192 0.391
H 4.908 5.422 -0.106
H 5.179 5.777 3.790
H 6.449 4.915 2.877
H 5.774 6.407 2.284
C -6.764 1.020 -0.582
O -6.413 2.187 -0.703
N -5.956 0.140 0.055
C -4.614 0.538 0.511
C -6.370 -1.242 0.290
H -7.763 0.669 -0.883
H -3.977 1.131 -0.146
H -4.073 -0.407 0.558
H -4.628 1.095 1.448
H -6.267 -1.583 1.320
H -7.417 -1.439 0.061
H -5.859 -1.908 -0.406
C -3.716 6.651 0.390
O -2.689 6.380 1.083
N -4.547 5.695 0.143
C -5.833 5.974 -0.582
C -4.270 4.198 0.301
H -3.963 7.676 0.071
H -5.623 6.438 -1.546
H -6.573 6.577 -0.055
H -6.440 5.085 -0.748
H -4.945 3.736 1.022
H -4.288 3.777 -0.704
H -3.275 4.112 0.739
C -2.221 2.675 -3.698
O -1.349 3.113 -2.963
N -2.290 2.834 -5.025
C -3.391 2.410 -5.841
C -1.208 3.471 -5.735
H -3.058 2.017 -3.419
H -3.894 3.344 -6.091
H -4.120 1.901 -5.211
H -3.120 1.769 -6.680
H -1.637 4.359 -6.200
H -0.373 3.697 -5.072
H -0.830 2.816 -6.520
C 7.802 2.675 2.372
O 7.982 3.115 1.253
N 6.941 1.709 2.693
C 5.983 1.121 1.805
C 7.042 1.114 4.057
H 8.430 2.908 3.246
H 6.051 0.033 1.792
H 6.018 1.393 0.750
H 5.000 1.317 2.233
H 7.102 0.029 4.137
H 7.881 1.431 4.678
H 6.137 1.413 4.585
C 1.397 7.412 -0.571
C 0.840 6.389 -1.522
C -0.620 6.785 -1.928
C -0.598 7.953 -2.959
C 0.169 7.469 -4.170
C 1.636 7.006 -3.957
N 1.679 6.188 -2.754
O 2.804 5.621 -2.537
C 2.098 6.238 -5.211
C 2.489 8.314 -3.823
C 0.785 5.137 -0.648
H 2.382 7.039 -0.289
H 0.835 7.641 0.334
H 1.580 8.333 -1.125
H -1.200 5.889 -2.149
H -1.099 7.125 -1.010
H -0.165 8.872 -2.566
H -1.612 8.250 -3.226
H 0.250 8.385 -4.755
H -0.447 6.786 -4.756
H 1.293 5.504 -5.242
H 1.907 6.876 -6.074
H 3.117 5.851 -5.223
H 3.514 8.055 -3.557
H 2.406 9.006 -4.660
H 2.105 8.838 -2.948
H 0.492 4.307 -1.291
H 0.078 5.329 0.159
H 1.750 4.971 -0.170
H 2.558 4.701 -2.658
C 2.925 -1.597 0.835
C 2.218 -0.906 -0.426
C 1.065 -1.820 -0.933
C -0.163 -1.851 -0.071
C -0.670 -0.431 0.162
C 0.397 0.657 0.673
N 1.694 0.480 -0.084
O 2.608 1.496 0.141
C -0.271 2.040 0.323
C 0.519 0.708 2.279
C 3.225 -0.786 -1.684
H 3.481 -0.758 1.255
H 3.576 -2.413 0.521
H 2.181 -1.963 1.542
H 0.802 -1.611 -1.971
H 1.386 -2.860 -0.970
H 0.079 -2.297 0.893
H -0.890 -2.531 -0.517
H -1.411 -0.499 0.959
H -1.203 -0.009 -0.691
H 0.378 2.808 0.743
H -0.181 2.158 -0.757
H -1.269 2.138 0.749
H 0.815 1.716 2.570
H -0.454 0.458 2.701
H 1.290 0.043 2.669
H 3.541 -1.820 -1.826
H 4.109 -0.176 -1.496
H 2.885 -0.565 -2.696
H 2.896 1.766 -0.734
C -5.566 -3.372 -3.579
C -5.083 -1.913 -3.857
C -4.060 -1.361 -2.859
C -2.712 -1.901 -3.206
C -2.297 -1.701 -4.644
C -3.312 -2.313 -5.682
N -4.624 -1.768 -5.258
O -5.591 -2.042 -6.177
C -2.875 -1.664 -7.035
C -3.222 -3.828 -5.976
C -6.356 -0.924 -3.753
H -4.733 -4.049 -3.389
H -6.206 -3.878 -4.303
H -6.201 -3.529 -2.707
H -4.086 -0.280 -2.997
H -4.304 -1.581 -1.819
H -2.676 -2.886 -2.741
H -2.035 -1.408 -2.509
H -1.249 -2.002 -4.648
H -2.209 -0.621 -4.760
H -1.821 -1.884 -7.202
H -3.538 -1.865 -7.877
H -2.948 -0.593 -6.845
H -3.581 -4.374 -5.103
H -3.898 -4.019 -6.809
H -2.188 -4.159 -6.077
H -7.222 -1.292 -4.303
H -6.070 -0.045 -4.332
H -6.569 -0.648 -2.720
H -5.685 -1.134 -6.473
C -0.536 -9.598 1.360
C 0.388 -8.426 0.839
C -0.284 -8.035 -0.548
C 0.012 -6.606 -1.163
C -0.371 -5.623 -0.095
C 0.341 -5.900 1.251
N 0.279 -7.281 1.786
O 0.944 -7.447 2.968
C 1.804 -5.325 1.217
C -0.377 -4.951 2.317
C 1.841 -8.983 0.588
H -0.199 -9.827 2.371
H -0.524 -10.429 0.656
H -1.546 -9.199 1.462
H 0.130 -8.679 -1.323
H -1.347 -8.233 -0.408
H -0.466 -6.515 -2.138
H 1.090 -6.552 -1.312
H -1.453 -5.701 0.008
H -0.083 -4.584 -0.257
H 2.292 -5.391 2.190
H 2.425 -5.877 0.512
H 1.961 -4.301 0.879
H -1.233 -5.401 2.820
H 0.385 -4.553 2.987
H -0.716 -4.006 1.894
H 1.880 -9.799 -0.133
H 2.458 -9.272 1.438
H 2.458 -8.250 0.068
H 0.241 -7.210 3.577
C -5.049 -2.680 4.018
C -4.848 -2.097 5.434
C -4.405 -3.296 6.363
C -3.319 -3.151 7.342
C -2.174 -2.529 6.513
C -2.403 -1.139 5.837
N -3.755 -1.087 5.334
O -4.012 0.076 4.563
C -2.115 -0.058 6.956
C -1.294 -0.879 4.763
C -6.177 -1.484 5.925
H -4.138 -2.983 3.502
H -5.503 -1.956 3.341
H -5.719 -3.539 4.004
H -5.226 -3.560 7.030
H -4.259 -4.220 5.803
H -2.978 -4.098 7.761
H -3.577 -2.517 8.190
H -1.752 -3.266 5.830
H -1.361 -2.404 7.228
H -1.054 0.099 7.152
H -2.559 0.898 6.677
H -2.657 -0.385 7.843
H -1.542 -1.477 3.886
H -1.396 0.169 4.481
H -0.334 -1.019 5.260
H -6.204 -1.422 7.013
H -7.083 -2.044 5.693
H -6.287 -0.468 5.545
H -4.209 0.739 5.229
*
```